{"formula": "C15H31FNO9PS2", "method": "ωB97M-V/def2-TZVPD", "species": ["S", "S", "P", "F", "O", "O", "O", "O", "O", "O", "O", "O", "O", "N", "C", "C", "C", "C", "C", "C", "C", "C", "C", "C", "C", "C", "C", "C", "C", "H", "H", "H", "H", "H", "H", "H", "H", "H", "H", "H", "H", "H", "H", "H", "H", "H", "H", "H", "H", "H", "H", "H", "H", "H", "H", "H", "H", "H", "H", "H"], "positions_angstrom": [[2.220, 6.738, 0.606], [4.828, 3.237, 0.106], [3.089, 5.454, -0.530], [4.716, 2.692, -1.320], [1.241, -3.038, 2.940], [-2.499, 2.060, -3.780], [-0.509, 1.643, -3.018], [5.814, 4.256, 0.060], [-3.968, -0.993, -1.919], [-0.393, -2.982, 4.374], [-2.296, -1.840, -0.825], [1.448, 1.523, 0.344], [4.864, 2.130, 0.989], [3.335, 3.879, 0.142], [-4.259, -1.054, 0.439], [1.740, -3.427, 5.332], [-3.499, -1.271, -0.848], [-3.590, 1.865, -4.699], [0.880, 2.612, -0.519], [1.253, 2.746, 0.864], [-4.690, 0.939, -4.211], [-1.929, -3.326, 1.110], [3.236, -4.393, 2.523], [-1.566, -2.049, 0.394], [2.471, 3.494, 1.257], [-1.483, -0.152, -4.241], [-1.450, 1.235, -3.651], [2.635, -3.007, 2.613], [0.785, -3.117, 4.202], [-4.855, -0.152, 0.328], [-1.297, -3.441, 1.989], [0.422, 2.866, 1.539], [1.383, -2.915, 6.221], [-1.809, -0.833, -3.456], [-5.504, 0.918, -4.936], [-0.106, 2.299, -0.789], [-0.530, -2.076, 0.079], [3.010, 2.846, 1.926], [1.716, -4.500, 5.515], [-1.777, -4.184, 0.453], [-2.970, -3.346, 1.437], [2.140, 4.362, 1.808], [2.673, -2.514, 1.645], [4.278, -4.331, 2.211], [-1.667, -1.177, 1.036], [-4.928, -1.899, 0.589], [2.416, 5.172, -1.708], [-3.627, -0.944, 1.316], [-3.204, 1.550, -5.669], [2.689, -4.991, 1.796], [-2.138, -0.259, -5.102], [2.766, -3.122, 5.149], [3.175, -2.367, 3.311], [3.195, -4.915, 3.479], [-0.473, -0.411, -4.545], [1.612, 2.637, -1.295], [-5.078, 1.287, -3.256], [-4.332, -0.074, -4.059], [4.371, 5.786, -0.916], [-3.977, 2.873, -4.829]], "nbo_charge": [-0.534, 2.570, 1.046, -0.471, -0.511, -0.509, -0.611, -0.904, -0.608, -0.580, -0.502, -0.500, -0.888, -1.016, -0.744, -0.744, 0.809, -0.066, -0.138, 0.044, -0.641, -0.648, -0.637, -0.070, -0.265, -0.749, 0.814, -0.071, 0.801, 0.245, 0.251, 0.184, 0.249, 0.272, 0.212, 0.226, 0.202, 0.249, 0.246, 0.211, 0.203, 0.233, 0.205, 0.222, 0.179, 0.247, -0.036, 0.225, 0.171, 0.220, 0.218, 0.220, 0.177, 0.206, 0.239, 0.208, 0.220, 0.235, -0.007, 0.193], "smiles": "O=S(=O)(F)N(C[C@H]1CO1)[PH2]=S.CCOC(C)=O.CCOC(C)=O.CCOC(C)=O", "e_tot_ha": -2559.609910, "orbital_gap_ev": 9.908}